97
Properties=species:S:1:pos:R:3:forces:R:3:mulliken_charge:R:1 method="wB97M-V/def2-TZVPD" e_homo_ev=-9.4691 e_tot_ev=-411797.661
C 5.3526 2.3897 -2.6731 0.0 -0.2 0.2 -0.506
Si 4.6764 0.6779 -2.2623 0.4 0.4 -0.4 0.219
C 2.9683 0.3333 -2.9685 0.4 0.0 0.6 -0.529
C 1.8200 1.1457 -2.3361 -0.1 -0.5 -1.2 0.269
C 0.5645 0.2973 -2.3317 -0.4 0.3 0.7 -0.116
F 0.4088 -0.3442 -3.5535 0.0 -0.2 -0.2 -0.378
C 5.8715 -0.5783 -3.1088 -1.2 0.3 0.8 -0.392
O 7.0918 -0.8326 -2.4416 0.9 -0.2 -0.9 -0.248
O 6.9496 -0.6435 -1.0459 -0.5 0.0 0.8 -0.324
H 4.9827 3.1347 -1.9743 -0.2 0.1 0.0 -0.029
H 5.1242 2.7145 -3.6854 -0.1 0.0 -0.1 0.151
H 6.4374 2.4069 -2.5691 0.2 -0.1 0.0 0.318
H 4.6512 0.5622 -0.7948 -0.2 -0.1 0.1 -0.139
H 2.9928 0.4305 -4.0499 -0.1 0.1 -0.2 0.457
H 2.7594 -0.7210 -2.7772 0.1 -0.2 0.0 0.448
H 1.5932 1.9911 -2.9817 0.2 0.3 0.3 -0.272
H 2.0566 1.4975 -1.3368 -0.1 0.1 0.2 0.063
H 0.5667 -0.4439 -1.5350 0.2 -0.2 -0.2 -0.239
H -0.3288 0.9044 -2.1951 -0.1 0.1 0.1 0.401
H 6.0921 -0.1630 -4.0885 0.3 0.0 -0.2 0.189
H 5.2945 -1.4917 -3.2753 0.2 -0.3 0.1 0.346
H 7.7893 -0.2405 -0.7796 0.0 0.0 -0.4 0.294
C -0.2870 -2.0156 1.2678 -0.2 -0.1 0.1 0.364
Cl 0.5469 -2.8219 -0.0667 0.3 0.1 0.1 -0.141
Cl -0.0679 -0.2631 1.2275 0.0 0.0 -0.1 -0.064
H -1.3471 -2.2306 1.1913 0.0 0.0 -0.1 -0.577
H 0.1068 -2.3962 2.2031 0.1 0.0 0.0 0.419
C 1.8701 2.6424 3.7381 0.0 0.1 -0.1 0.159
Cl 1.0802 1.1005 4.0813 -0.1 0.1 0.3 -0.129
Cl 2.5651 2.6488 2.1077 0.1 0.1 0.0 -0.132
H 1.1249 3.4327 3.8108 0.4 -0.4 -0.2 -0.123
H 2.6601 2.7999 4.4623 0.1 -0.1 0.0 0.220
C 3.2193 4.5773 -5.8314 -0.1 0.0 -0.1 -0.073
Cl 4.3360 5.4712 -4.7950 -0.1 -0.1 0.2 -0.150
Cl 2.1982 3.4663 -4.9001 0.1 0.1 -0.2 -0.171
H 2.5774 5.2862 -6.3390 0.0 0.0 0.1 0.021
H 3.7923 4.0078 -6.5537 0.0 -0.1 0.1 0.337
C -4.6570 -2.0547 2.2401 0.0 0.1 0.0 0.396
Cl -3.7488 -3.4395 1.6200 0.0 -0.2 0.2 -0.141
Cl -3.6704 -0.5856 2.2488 0.0 0.0 0.0 -0.133
H -5.5207 -1.8933 1.6035 0.1 0.0 -0.1 0.298
H -4.9666 -2.2747 3.2567 0.2 0.1 -0.3 -0.408
C -3.6542 -2.3822 -2.5476 0.0 0.0 -0.1 -0.586
Cl -2.5581 -1.5309 -1.4511 0.0 0.1 -0.1 0.003
Cl -4.7011 -3.5119 -1.6761 0.0 0.2 -0.3 -0.033
H -4.2753 -1.6504 -3.0503 0.0 0.0 0.1 0.357
H -3.0665 -2.9351 -3.2715 0.1 0.0 0.1 0.289
C -7.6447 -5.9357 -0.8001 0.0 0.1 -0.1 -0.235
Cl -6.5458 -5.1088 0.3068 -0.1 -0.1 0.1 -0.070
Cl -8.7032 -7.0721 0.0493 -0.1 0.0 0.0 -0.179
H -8.2607 -5.1954 -1.2961 -0.1 0.0 0.1 0.175
H -7.0575 -6.4856 -1.5263 0.0 -0.1 0.1 0.306
C -1.3484 3.4259 5.8684 -0.1 -0.1 0.0 0.158
Cl -2.9249 4.1151 6.2673 0.0 0.0 0.0 -0.172
Cl -0.2944 4.6146 5.0811 -0.3 0.3 0.3 -0.192
H -0.8686 3.0946 6.7806 0.0 0.1 0.0 0.026
H -1.4910 2.5902 5.1933 0.0 0.1 -0.1 0.176
C -7.0653 -1.5880 5.7561 -0.1 0.1 0.0 -0.335
Cl -6.1644 -2.9723 5.1194 -0.3 -0.1 0.4 -0.147
Cl -6.0987 -0.1108 5.7120 0.0 0.0 0.0 -0.129
H -7.9531 -1.4428 5.1520 0.1 0.0 -0.1 0.308
H -7.3398 -1.7974 6.7830 0.1 0.0 0.0 0.290
C 8.7334 0.8175 -4.5638 0.0 0.1 0.0 0.221
Cl 9.5352 -0.6298 -5.1823 -0.1 0.0 0.0 -0.163
Cl 9.8212 2.2141 -4.5567 -0.1 0.1 0.0 -0.180
H 7.8833 1.0434 -5.1971 0.1 0.0 -0.1 0.213
H 8.4040 0.6237 -3.5512 0.1 -0.1 0.0 -0.084
C -2.9626 -3.9351 7.5643 0.0 0.0 0.0 -0.326
Cl -2.6759 -2.2361 7.9609 0.0 0.0 0.0 -0.138
Cl -3.0939 -4.1872 5.8217 0.2 -0.1 0.0 -0.085
H -2.1348 -4.5249 7.9393 0.1 0.0 0.0 0.308
H -3.8892 -4.2489 8.0305 0.0 0.1 0.0 0.256
C 3.8790 8.0390 -7.6375 0.2 0.1 0.0 -0.264
Cl 5.0943 6.7578 -7.7445 0.0 0.1 -0.3 -0.135
Cl 2.2244 7.4215 -7.7198 -0.1 0.1 -0.1 -0.162
H 4.0095 8.5591 -6.6959 0.0 -0.1 0.1 0.266
H 4.0263 8.7192 -8.4677 0.0 -0.1 0.0 0.309
C 2.1709 0.4466 7.7240 0.0 -0.1 -0.1 -0.288
Cl 0.6039 1.1265 8.1792 0.0 0.0 0.0 -0.141
Cl 3.2239 1.6487 6.9703 0.1 0.0 0.1 -0.150
H 2.6570 0.0748 8.6179 0.0 0.1 0.0 0.353
H 2.0080 -0.3599 7.0187 -0.1 0.1 -0.1 0.223
C 2.5700 5.9402 0.4085 0.0 -0.1 0.1 -0.281
Cl 3.3601 5.1156 -0.9397 -0.1 0.0 0.0 -0.058
Cl 2.8011 7.6921 0.3345 0.0 0.0 0.0 -0.177
H 1.5083 5.7271 0.3701 0.0 0.0 -0.1 0.310
H 2.9928 5.5713 1.3351 0.1 0.0 0.0 0.198
C -11.8025 -4.9832 -0.2102 0.0 -0.1 0.1 -0.203
Cl -13.3326 -4.2285 0.2491 0.0 0.0 0.0 -0.161
Cl -10.7145 -3.8310 -0.9974 0.0 0.0 0.0 -0.158
H -11.3173 -5.3620 0.6811 0.0 0.1 0.0 0.244
H -12.0059 -5.7934 -0.8998 0.0 0.1 -0.1 0.279
C -0.4777 -5.9201 -1.8341 0.1 0.1 0.1 -0.463
Cl -1.2002 -7.2358 -2.7696 0.0 0.0 0.0 -0.169
Cl -1.6298 -5.2059 -0.7045 -0.2 -0.2 0.0 0.030
H 0.3622 -6.3126 -1.2730 -0.1 -0.1 0.0 0.342
H -0.1428 -5.1497 -2.5195 -0.1 0.0 0.0 0.268